Record 1
18
Properties=species:S:1:pos:R:3 method="wB97M-V/def2-TZVPD" smiles="CC=C=N[SiH](C)C" e_above_lowest_kj_mol=197.42 multiplicity=1 lumo_ha=0.0320
C -3.11152 -0.41132 -0.59875
C -2.27294 0.82784 -0.35438
C -1.20629 0.74094 0.35075
N -0.18776 0.65454 0.98651
Si 1.44944 0.34598 0.59679
C 1.70110 0.30225 -1.29855
C 2.15145 -1.07790 1.56210
H -2.40762 -1.29116 -0.78621
H -3.83058 -0.58466 0.27835
H -3.83457 -0.13104 -1.44680
H -2.66646 1.87254 -0.63621
H 1.71830 1.85532 0.85339
H 2.39417 -0.53402 -1.57688
H 0.84686 0.16666 -1.81713
H 2.32204 1.15093 -1.59443
H 2.13353 -0.70641 2.56354
H 1.58146 -2.04474 1.69911
H 3.21938 -1.13574 1.21879



Record 2
39
Properties=species:S:1:pos:R:3 method="wB97M-V/def2-TZVPD" smiles="CCCNc1ccc(S(=O)(=O)N(CC)CC)cn1" e_above_lowest_kj_mol=51.00 multiplicity=1 lumo_ha=0.0260
C -3.79454 4.19203 0.17823
C -2.38347 3.63131 0.06372
C -1.93060 3.54910 -1.39972
N -0.59207 3.03655 -1.54371
C -0.21912 1.74130 -1.41691
C -1.12386 0.66090 -1.42777
C -0.61639 -0.61461 -1.33964
C 0.75847 -0.79283 -1.24165
S 1.43421 -2.43364 -1.06209
O 2.76773 -2.42830 -1.58752
O 0.47903 -3.37135 -1.58033
N 1.53818 -2.67649 0.56915
C 2.68379 -2.14423 1.26885
C 3.80551 -3.17479 1.36218
C 0.39978 -3.17549 1.29286
C -0.44311 -2.08033 1.94922
C 1.57227 0.32382 -1.25456
N 1.10535 1.55398 -1.32995
H -4.09818 4.24723 1.22032
H -4.50248 3.55940 -0.35231
H -3.84372 5.19184 -0.24704
H -1.68791 4.26702 0.61575
H -2.34307 2.63347 0.50521
H -2.61895 2.91584 -1.96515
H -1.95447 4.54640 -1.84606
H 0.16988 3.68608 -1.41768
H -2.18525 0.82588 -1.51065
H -1.25453 -1.48499 -1.36008
H 2.37677 -1.81890 2.26688
H 3.03964 -1.27146 0.71655
H 4.10864 -3.45630 0.35805
H 3.46355 -4.06248 1.88845
H 4.65798 -2.75567 1.89088
H 0.74358 -3.88437 2.05383
H -0.19758 -3.71891 0.55920
H -0.78439 -1.36492 1.20502
H 0.13141 -1.54529 2.70224
H -1.30940 -2.52619 2.43096
H 2.64734 0.21938 -1.21473



Record 3
60
Properties=species:S:1:pos:R:3 method="wB97M-V/def2-TZVPD" multiplicity=5 lumo_ha="-0.2529 / -0.2994" charge=+2 s2=6.0333
C -2.38715 -3.75146 -2.77191
C -1.59301 -2.60487 -2.83670
C -2.22229 -1.33058 -2.82969
C -3.62354 -1.20267 -2.61524
C -4.39932 -2.40271 -2.60794
C -3.78690 -3.64526 -2.67088
C -4.09797 0.09984 -2.30919
C -3.40861 1.20458 -2.87332
C -2.02078 1.01867 -3.12579
C -1.17504 2.12331 -3.40942
C -1.73036 3.39400 -3.55362
C -3.11347 3.57155 -3.40054
C -3.94199 2.50946 -3.08604
H -1.91596 -4.74008 -2.79120
H -5.48504 -2.29619 -2.51826
H -4.38991 -4.55664 -2.63140
H -5.15812 0.21971 -2.06602
H -1.07944 4.24694 -3.77109
H -3.52906 4.57019 -3.52792
H -5.01892 2.63701 -2.95481
N -1.45463 -0.17705 -2.68184
Ru -0.66608 0.00821 -0.80168
C -0.08649 -2.66461 -2.72055
H 0.40991 -2.04697 -3.48366
H 0.28136 -3.69534 -2.82926
C 0.31255 1.89239 -3.41337
H 0.61415 1.03336 -4.03246
H 0.87799 2.77694 -3.73999
P 0.38373 -1.98539 -1.04029
P 0.86798 1.45193 -1.66817
C 0.94824 3.15327 -0.96564
H 1.30746 3.10916 0.07243
H 1.62744 3.78057 -1.56902
H -0.05318 3.60543 -0.96824
C 2.64571 1.10214 -1.94167
H 3.15476 1.98856 -2.35508
H 3.11662 0.84166 -0.98340
H 2.77046 0.26970 -2.64545
C -0.18504 -3.33896 0.03173
H 0.13236 -4.32361 -0.33157
H 0.21579 -3.19870 1.04022
H -1.27548 -3.33020 0.09967
C 2.18331 -2.24777 -1.04947
H 2.58509 -2.02862 -0.05504
H 2.43551 -3.28882 -1.29036
H 2.68726 -1.59875 -1.76938
H -2.77506 0.06172 -0.55048
H 0.44019 -0.59289 0.35795
S -0.75570 1.30214 1.26767
C 0.02855 0.65732 2.64899
N 1.39999 0.46408 2.69968
C 2.03313 -0.03762 3.80956
C 1.28853 -0.31675 4.93770
C -0.09585 -0.06458 4.94612
C -0.70816 0.43621 3.80986
H 1.94361 0.68099 1.87073
H 3.10976 -0.17727 3.73338
H 1.78216 -0.72429 5.81071
H -0.68799 -0.27590 5.83260
H -1.76670 0.68547 3.76699



Record 4
225
Properties=species:S:1:pos:R:3 method="wB97M-V/def2-TZVPD" smiles=COC[C@H](C)N.COC[C@H](C)N.COC[C@H](C)N.COC[C@H](C)N.COC[C@H](C)N.COC[C@H](C)N.COC[C@H](C)N.COC[C@H](C)N.COC[C@H](C)N.COCCNCCOC.COCCNCCOC.COCCNCCOC e_above_lowest_kj_mol=125.86 multiplicity=1 lumo_ha=0.0236
C -0.68235 -5.89598 3.02172
O -0.06329 -6.21838 4.25935
C 0.65494 -7.46331 4.28801
C 2.05504 -7.38552 3.82741
C 2.68610 -8.77091 3.99786
N 2.77084 -6.40537 4.68446
H -1.68175 -6.33663 2.96487
H -0.10972 -6.20978 2.15059
H -0.78683 -4.81243 3.00056
H 0.66177 -7.79331 5.34597
H 0.08266 -8.16616 3.71439
H 2.12567 -7.12659 2.76680
H 2.72648 -9.03592 5.06416
H 3.72139 -8.73706 3.64765
H 2.29445 -9.64385 3.46373
H 3.68240 -6.21716 4.29169
H 2.25318 -5.54082 4.68265
C 1.09426 -0.92934 -3.54967
O 2.14827 -1.61673 -4.15193
C 2.91098 -2.30562 -3.18956
C 3.96765 -3.08666 -3.84298
C 3.39024 -4.25279 -4.65720
N 4.88655 -3.61279 -2.83055
H 1.33554 -0.17078 -2.80974
H 0.34089 -1.54694 -3.01280
H 0.64868 -0.36684 -4.35460
H 3.35384 -1.54078 -2.52872
H 2.30828 -2.98751 -2.53373
H 4.52779 -2.38841 -4.46504
H 4.16592 -4.92382 -5.07505
H 2.78384 -3.85138 -5.48309
H 2.82995 -4.76927 -3.87586
H 5.47561 -2.93101 -2.40094
H 5.54461 -4.22779 -3.27674
C -3.86811 -6.99114 -1.68696
O -2.71404 -6.63927 -0.99667
C -2.74752 -5.53361 -0.15464
C -2.86865 -4.11513 -0.76984
C -1.75212 -3.84415 -1.73687
N -2.83416 -3.06397 0.26518
H -3.57495 -7.85894 -2.23550
H -4.22158 -6.24376 -2.40684
H -4.72871 -7.22456 -1.03812
H -3.55606 -5.68091 0.56994
H -1.79242 -5.56984 0.36341
H -3.77321 -4.12799 -1.35878
H -1.57220 -4.58454 -2.50990
H -0.78281 -3.79392 -1.22318
H -1.89156 -2.85523 -2.17745
H -1.90822 -3.01299 0.67890
H -3.47073 -3.25158 1.03733
C -2.87591 4.43659 -3.21160
O -2.34749 5.49088 -4.00926
C -1.41357 6.33915 -3.31376
C -1.82499 7.76470 -3.55720
C -1.92043 8.16258 -5.02752
N -0.91456 8.64561 -2.76420
H -2.14179 3.70448 -2.91875
H -3.62016 3.99651 -3.84195
H -3.34525 4.71966 -2.26023
H -1.42295 6.12145 -2.23926
H -0.41348 6.03049 -3.62273
H -2.80706 7.99322 -3.17045
H -2.25756 9.20671 -5.16713
H -2.53659 7.44352 -5.57675
H -0.91002 8.08995 -5.42600
H -1.30210 9.54870 -2.58379
H 0.04348 8.71876 -3.10516
C -3.22361 -0.69540 -4.25543
O -4.15002 -0.14170 -3.36750
C -4.99005 0.83440 -3.94853
C -5.86456 1.51260 -2.95095
C -6.47305 0.47797 -1.97252
N -6.82307 2.33283 -3.68190
H -2.61394 -1.41899 -3.74715
H -2.56605 0.07064 -4.63466
H -3.75165 -1.16154 -5.10082
H -4.40468 1.58273 -4.46990
H -5.51007 0.27574 -4.71684
H -5.21787 2.14829 -2.33134
H -7.26230 0.95558 -1.39928
H -5.85941 0.04931 -1.16950
H -7.00027 -0.31288 -2.52601
H -7.51135 1.76220 -4.13929
H -7.25725 3.03336 -3.06362
C -0.37432 3.68408 5.37715
O -0.05558 3.55613 4.01638
C -1.01310 4.19420 3.18262
C -0.56361 4.17050 1.75755
C 0.71057 4.92911 1.54419
N -1.59926 4.76121 0.79157
H -0.32626 4.72798 5.69845
H 0.32643 3.11236 5.99661
H -1.36451 3.27958 5.57291
H -1.94613 3.65264 3.33992
H -1.21319 5.23684 3.49344
H -0.41206 3.14590 1.43025
H 1.52290 4.58003 2.17826
H 0.48410 5.97738 1.68600
H 1.01818 4.85840 0.50370
H -2.48779 4.29619 0.93512
H -1.78500 5.71747 1.08944
C 1.03759 -1.61894 0.58848
O -0.23978 -1.19726 0.97934
C -0.37679 0.20853 0.66930
C -0.96379 0.37248 -0.71610
C -0.72833 1.76596 -1.35696
N -2.43657 0.12638 -0.66596
H 1.75442 -1.34353 1.38070
H 1.35318 -1.25844 -0.41457
H 1.00977 -2.70933 0.55678
H -1.06872 0.60241 1.43881
H 0.61429 0.63935 0.72498
H -0.46769 -0.34914 -1.36782
H -1.19958 2.52902 -0.70963
H -1.21929 1.91934 -2.31218
H 0.32949 1.91813 -1.50992
H -2.51905 -0.83722 -0.27837
H -2.80855 0.12375 -1.61801
C -4.04370 -1.65685 7.54948
O -3.08927 -1.30142 6.59681
C -3.48474 -1.53780 5.25575
C -2.29932 -1.30883 4.35036
C -1.55664 0.01880 4.55001
N -2.76433 -1.55582 3.00240
H -3.48595 -1.60930 8.48601
H -4.46984 -2.67221 7.42341
H -4.88010 -0.96470 7.62658
H -3.81753 -2.59188 5.15245
H -4.28891 -0.84619 4.98826
H -1.64123 -2.13924 4.63083
H -1.22333 0.09129 5.58864
H -2.12910 0.90681 4.22724
H -0.64896 -0.05536 3.90873
H -3.23087 -0.72538 2.62348
H -2.03748 -1.66674 2.29146
C -5.06505 4.96628 3.63756
O -4.91592 4.11441 2.51613
C -5.66440 2.87903 2.55729
C -5.14068 1.91742 1.54392
C -6.04325 0.62541 1.63357
N -3.76332 1.53425 1.91702
H -4.74182 4.52601 4.59364
H -6.11835 5.18757 3.77949
H -4.46941 5.83426 3.50404
H -5.64813 2.46280 3.59053
H -6.72429 3.04999 2.35001
H -5.10466 2.44069 0.58194
H -7.06436 0.83977 1.36290
H -5.94015 0.28089 2.66944
H -5.58527 -0.10203 0.98588
H -3.24673 2.41270 2.01265
H -3.34280 1.09257 1.08360
C 2.55644 3.61832 -1.57201
O 2.46086 3.17634 -2.89654
C 1.56111 3.89579 -3.71962
C 1.36022 3.09189 -5.01872
N 2.62339 2.95643 -5.67234
C 2.74977 2.05838 -6.81344
C 4.03048 2.36799 -7.56158
O 4.20572 1.55765 -8.68432
C 5.46089 1.75805 -9.31787
H 3.41641 3.10509 -1.15506
H 1.64325 3.44313 -0.98337
H 2.72448 4.70268 -1.53710
H 1.98527 4.85594 -4.01095
H 0.61453 4.09757 -3.23552
H 0.65349 3.63836 -5.66499
H 0.82138 2.13330 -4.80978
H 3.24020 2.62432 -4.94321
H 1.98294 2.21058 -7.56304
H 2.67668 1.00715 -6.49506
H 4.95668 2.38825 -6.97449
H 3.91203 3.39260 -7.87844
H 5.54521 1.05687 -10.14406
H 6.27738 1.61988 -8.59722
H 5.53447 2.79647 -9.66410
C 6.10443 -0.11604 -0.27443
O 5.86085 -1.44005 0.21659
C 4.76182 -1.45184 1.19435
C 4.34228 -2.87399 1.56278
N 3.65759 -3.54926 0.45357
C 2.98451 -4.77340 0.89700
C 2.13839 -5.38622 -0.20342
O 1.55794 -6.61757 0.21249
C 0.98015 -7.33085 -0.87644
H 6.50722 0.54844 0.50479
H 5.20490 0.36928 -0.70457
H 6.89511 -0.20743 -1.01442
H 3.88901 -0.89078 0.85632
H 5.13312 -0.95396 2.09164
H 3.63515 -2.76478 2.37855
H 5.18857 -3.44103 1.96520
H 4.34024 -3.72370 -0.28366
H 2.30194 -4.46215 1.67628
H 3.67508 -5.49230 1.32707
H 2.79973 -5.56524 -1.07431
H 1.37685 -4.67273 -0.52914
H 0.62094 -8.25990 -0.45510
H 1.72405 -7.52267 -1.64047
H 0.20148 -6.78359 -1.40653
C 3.77341 0.47325 7.43041
O 3.34157 1.00450 6.17057
C 2.75889 0.01407 5.29749
C 2.39458 0.71556 3.96423
N 3.60555 1.33111 3.38267
C 3.33482 2.35690 2.34019
C 4.66355 2.93978 1.91147
O 4.43843 3.87860 0.87746
C 5.62104 4.44926 0.41633
H 4.42870 -0.37654 7.26564
H 2.93131 0.12236 8.05334
H 4.27748 1.28788 7.94294
H 1.79878 -0.28950 5.72194
H 3.52028 -0.79672 5.16380
H 1.62091 1.43071 4.30548
H 1.97381 -0.00704 3.22518
H 4.05538 1.69202 4.19030
H 2.64449 3.12236 2.66505
H 2.90536 1.81838 1.49920
H 5.26978 2.14630 1.52886
H 5.11464 3.46596 2.76593
H 6.13613 4.95314 1.24363
H 5.32035 5.10897 -0.37089
H 6.31679 3.68971 0.01080



Record 5
22
Properties=species:S:1:pos:R:3 method="wB97M-V/def2-TZVPD" multiplicity=3 lumo_ha="0.0184 / -0.0385" s2=2.0239
C -0.77963 2.56819 -1.43205
C 0.21591 0.67833 -1.98276
C 1.40125 -1.21003 -3.04895
C -0.05861 0.32792 1.16519
C 0.50181 -1.57013 -0.99967
C -0.76664 -0.05565 2.42005
N -0.27919 2.66937 -2.61356
N 0.32176 1.57224 -2.91948
N 1.55166 -2.59879 -2.57774
N 1.11549 -2.68356 -1.41037
N -0.51713 1.27860 -0.95418
N -0.92272 0.90291 0.26813
N 0.63127 -0.58671 -2.01641
H -1.11345 3.47070 -1.02435
H 2.40434 -0.66798 -3.17183
H 0.91587 -1.18575 -3.98860
H 0.98890 0.79950 1.10447
H -0.29990 -1.72958 -0.31112
H -1.76638 -0.24408 2.14051
H -0.66435 0.90964 2.91962
H -0.12790 -0.81002 3.00322
H -1.83341 0.33539 0.23159



Record 6
13
Properties=species:S:1:pos:R:3 method="wB97M-V/def2-TZVPD" smiles="O=CO.NCO" e_above_lowest_kj_mol=217.71 multiplicity=1 lumo_ha=0.0285
O 1.81513 -0.86893 -0.12278
C 1.45001 -1.67116 0.70921
O 0.45107 -1.52385 1.59359
H 1.62118 -2.79115 0.83015
H -0.23678 -1.23737 0.99831
N -0.24944 1.70936 0.26039
C -0.51523 0.87746 -0.90553
O -1.38116 -0.25305 -0.55590
H 0.22333 1.34717 1.07718
H -0.49344 2.71571 0.18744
H 0.46286 0.60509 -1.23207
H -0.91984 1.45978 -1.82438
H -2.22769 -0.36905 -1.01561



Record 7
7
Properties=species:S:1:pos:R:3 method="wB97M-V/def2-TZVPD" e_above_lowest_kj_mol=351.50 multiplicity=1 lumo_ha="0.1538 / 0.1538" charge=-1
N -0.82814 -0.01052 -0.77455
O -0.45026 0.96563 2.36539
O 1.36525 -0.31787 1.13773
O 0.10520 -0.81924 -1.57588
S 0.39825 0.81918 1.15427
H -0.75962 0.97886 -1.25583
H 0.16932 -1.61605 -1.05112



| no. | electronic energy (a.u.) |
| --- | --- |
| 1 | -541.30611 |
| 2 | -1182.78543 |
| 3 | -2217.19100 |
| 4 | -3929.18576 |
| 5 | -617.08767 |
| 6 | -360.83073 |
| 7 | -679.81191 |